(1)
C55H48ClGeNO6ReS3 | ωB97M-V/def2-TZVPD

E ... -175261.282 eV
Relative energy (zero: lowest compared OMol25 entry of this formula, charge and spin) ... 30.1 kcal per mole
Spin multiplicity ... 4
Max |F| ... 2.2 eV/Å
Orbital gap (spin up / spin down) ... 3.0290 / 5.0288 eV
Net charge ... -2
HOMO (spin up / spin down) ... 0.5 / -1.5 eV

Last column: Löwdin charge in e.
Element x y z (Å)
Re: 0.974502 0.380461 -0.936834  1.409
O: -1.730085 1.954203 0.931953  -0.480
S: -2.646256 2.617452 1.891926  0.972
C: -1.721219 3.163081 3.335096  -0.334
C: -0.559485 4.067170 2.951469  -0.234
C: 0.688014 3.304425 2.501342  -0.229
C: 1.750225 4.203324 1.887890  -0.307
S: 1.718395 4.106442 0.078491  1.036
O: 1.256377 2.708095 -0.151121  -0.604
C: 0.254700 5.090283 -0.211645  -0.374
C: 0.258376 6.460401 0.022971  -0.110
C: -0.896197 7.188736 -0.222696  -0.109
C: -2.026644 6.545616 -0.725190  -0.098
C: -1.996985 5.184857 -0.990383  -0.059
C: -0.848776 4.441183 -0.731405  -0.069
C: -3.534332 1.300355 2.738630  -0.385
C: -3.121870 0.002587 2.493609  -0.126
C: -3.791693 -1.048291 3.117526  -0.072
C: -4.861078 -0.790643 3.959647  -0.084
C: -5.276533 0.515861 4.181901  -0.094
C: -4.612273 1.570231 3.563350  -0.097
H: -1.395808 2.282265 3.895835  0.107
H: -2.477534 3.703640 3.914843  0.086
H: -0.297083 4.653339 3.837457  0.111
H: -0.888994 4.784649 2.190901  0.101
H: 0.435444 2.521137 1.782683  0.081
H: 1.117831 2.786566 3.361378  0.115
H: 2.754850 3.847262 2.116184  0.072
H: 1.662882 5.257343 2.176250  0.086
H: 1.152312 6.952367 0.395119  0.102
H: -0.913363 8.256295 -0.036280  0.089
H: -2.922305 7.119245 -0.934289  0.091
H: -2.855582 4.685531 -1.421084  0.108
H: -0.792940 3.382853 -0.965272  0.072
H: -2.293762 -0.161916 1.809409  0.085
H: -3.472448 -2.066549 2.934165  0.118
H: -5.383746 -1.611254 4.437865  0.100
H: -6.124199 0.714528 4.827507  0.093
H: -4.939275 2.594460 3.720166  0.104
O: -1.664588 2.871574 -3.124968  0.010
C: -0.922787 1.889762 -3.146655  -0.549
O: -0.241540 1.545970 -2.103407  -0.246
C: -0.845401 1.059835 -4.412781  -0.137
C: -1.675406 1.513494 -5.449088  -0.061
C: -1.771832 0.876370 -6.669660  -0.133
C: -1.012459 -0.278908 -6.871408  -0.136
C: -0.184155 -0.742674 -5.874487  -0.168
C: -0.043094 -0.092493 -4.614731  -0.615
S: 1.098391 -0.814426 -3.517063  0.614
H: -2.253841 2.403626 -5.244521  0.099
H: -2.422064 1.262733 -7.446222  0.076
H: -1.069697 -0.815893 -7.814348  0.083
H: 0.411057 -1.636402 -6.031061  0.075
C: 3.623233 0.567500 5.010140  -0.116
C: 3.060981 0.505003 3.624847  -0.329
C: 3.686918 1.113126 2.493987  -0.095
C: 3.190185 0.978656 1.233337  -0.164
N: 2.051735 0.226577 0.927445  -0.152
C: 1.464001 -0.397636 2.022432  -0.188
C: 1.915204 -0.287056 3.300656  -0.089
H: 4.347612 1.383252 5.100684  0.057
H: 4.149724 -0.359547 5.308282  0.059
H: 2.843588 0.731964 5.767028  0.058
H: 4.585956 1.712943 2.619935  0.095
H: 3.677540 1.479706 0.412685  0.073
H: 0.602243 -1.007060 1.795246  0.055
H: 1.381692 -0.833932 4.075166  0.091
C: 0.089346 -1.100337 -0.621032  -0.481
Ge: -0.786948 -2.754821 -0.375060  0.885
C: -0.009967 -3.716864 1.139816  -0.286
C: -0.778582 -4.267810 2.163314  -0.106
C: -0.178029 -4.926948 3.232115  -0.105
C: 1.205471 -5.043766 3.284846  -0.111
C: 1.986288 -4.499029 2.272232  -0.089
C: 1.382125 -3.837352 1.210346  -0.108
C: -0.726373 -3.976239 -1.902015  -0.267
C: -0.201970 -5.264225 -1.795145  -0.108
C: -0.185494 -6.121229 -2.894247  -0.109
C: -0.698153 -5.695003 -4.112455  -0.112
C: -1.224914 -4.412921 -4.231931  -0.090
C: -1.236695 -3.560675 -3.136528  -0.110
C: -2.663530 -2.411954 0.023599  -0.249
C: -3.077754 -1.111724 0.330869  -0.136
C: -4.410880 -0.846630 0.628009  -0.110
C: -5.344450 -1.874805 0.608737  -0.094
C: -4.948058 -3.168644 0.284917  -0.100
C: -3.614022 -3.433308 -0.006073  -0.115
H: -1.860869 -4.179123 2.129554  0.082
H: -0.789242 -5.344837 4.024240  0.090
H: 1.676739 -5.542442 4.123141  0.089
H: 3.066943 -4.572639 2.317528  0.099
H: 2.000210 -3.382493 0.442127  0.110
H: 0.203365 -5.604917 -0.848387  0.088
H: 0.230552 -7.117917 -2.798039  0.089
H: -0.675342 -6.355171 -4.972550  0.089
H: -1.612617 -4.069070 -5.183773  0.098
H: -1.613811 -2.550238 -3.253726  0.101
H: -2.348894 -0.302542 0.321695  0.072
H: -4.718132 0.164621 0.869226  0.119
H: -6.383376 -1.668443 0.836276  0.098
H: -5.680252 -3.967606 0.249765  0.090
H: -3.312675 -4.442149 -0.271901  0.100
Cl: 7.747524 -3.222404 -3.161200  0.584
C: 6.674115 -1.882286 -2.772598  -0.670
C: 5.320329 -2.120244 -2.623107  -0.098
C: 4.480593 -1.053678 -2.323905  -0.014
C: 4.990424 0.228433 -2.169442  -0.114
C: 6.355192 0.439043 -2.321620  -0.023
C: 7.209095 -0.613251 -2.627656  -0.124
C: 4.073052 1.394048 -1.840126  -0.629
O: 4.590902 2.481785 -1.579644  0.004
O: 2.826698 1.123413 -1.858684  -0.228
H: 4.925028 -3.119484 -2.747661  0.102
H: 3.416356 -1.207948 -2.224534  0.051
H: 6.730905 1.445677 -2.188336  0.110
H: 8.273139 -0.457516 -2.751814  0.091

Cartesian forces (eV/Å) of the 6 atoms listed first:
Re -0.39 -1.44 -0.14
O -0.10 -0.09 0.21
S -0.27 -0.06 -0.40
C 0.11 -0.10 0.25
C 0.07 0.18 0.04
C -0.12 -0.03 0.18

---

(2)
C45H61BN7PPt | ωB97M-V/def2-TZVPD

E ... -71286.567 eV
Max |F| ... 0.6 eV/Å
Orbital gap (spin up / spin down) ... 6.7663 / 6.7679 eV
Net charge ... +2
HOMO (spin up / spin down) ... -14.0 / -14.0 eV

Last column: Löwdin charge in e.
Element x y z (Å)
Pt: 0.536044 -0.017663 -0.530068  1.522
C: 1.004662 3.134733 0.667459  -0.064
C: 2.486273 2.914390 0.369349  -0.343
C: 2.886868 3.375288 -1.032692  -0.037
C: 2.983535 1.515746 0.603664  -0.218
C: 4.243575 1.170619 1.074868  0.069
C: 4.270994 -0.211054 1.184856  -0.166
C: 5.406393 -1.076215 1.646299  -0.357
C: 6.051777 -0.503832 2.907326  -0.045
C: 6.431678 -1.215373 0.515091  -0.040
N: 3.076640 -0.679944 0.779500  0.075
N: 2.299086 0.377947 0.416737  -0.057
B: 2.392801 -2.048844 1.028202  -0.479
N: 1.912442 -2.617675 -0.329768  0.079
N: 0.979097 -1.926134 -1.036676  -0.062
C: 0.533432 -2.670511 -2.061513  -0.227
C: 1.237171 -3.868221 -2.020550  0.070
C: 2.100073 -3.806268 -0.939083  -0.156
C: 3.104699 -4.861503 -0.560008  -0.338
C: 4.539516 -4.334497 -0.610320  -0.039
C: 2.800806 -5.578304 0.754848  -0.040
C: -0.545324 -2.265468 -3.013465  -0.375
C: -1.758085 -3.187444 -2.858480  -0.033
C: -0.036026 -2.252704 -4.455520  -0.031
N: 1.140662 -1.731484 1.878834  0.085
N: 0.232409 -0.908212 1.291361  -0.089
C: -0.762253 -0.651909 2.141341  -0.238
C: -0.490662 -1.338344 3.320715  0.069
C: 0.714436 -2.001206 3.131266  -0.154
C: 1.386949 -2.876914 4.154781  -0.334
C: 0.921457 -4.329010 4.014703  -0.033
C: 2.911225 -2.765763 4.222531  -0.048
C: -1.927432 0.224007 1.787657  -0.383
C: -3.182812 -0.626625 1.575019  -0.044
C: -2.148939 1.291065 2.859149  -0.045
H: 0.787220 4.203012 0.629304  0.093
H: 0.740850 2.775857 1.664341  0.080
H: 0.346912 2.663369 -0.063982  0.013
H: 3.044207 3.517014 1.090004  0.147
H: 2.397865 2.762800 -1.795336  0.053
H: 3.963880 3.290711 -1.179401  0.093
H: 2.595665 4.414099 -1.189341  0.084
H: 5.025994 1.860827 1.343056  0.136
H: 5.007194 -2.063780 1.880104  0.105
H: 6.545766 0.447051 2.700398  0.085
H: 6.810405 -1.191859 3.279138  0.092
H: 5.319414 -0.342876 3.699024  0.080
H: 6.851501 -0.242140 0.255159  0.090
H: 5.983407 -1.645189 -0.381734  0.071
H: 7.251054 -1.861657 0.830260  0.093
H: 3.129255 -2.809712 1.536140  0.093
H: 1.133130 -4.693015 -2.705694  0.135
H: 3.004063 -5.602725 -1.356669  0.141
H: 4.765389 -3.706059 0.251478  0.058
H: 4.719327 -3.754504 -1.517253  0.089
H: 5.238387 -5.170836 -0.601703  0.095
H: 2.932074 -4.918332 1.609939  0.048
H: 3.486943 -6.416224 0.878996  0.095
H: 1.783458 -5.971354 0.770384  0.092
H: -0.859869 -1.255803 -2.747350  0.067
H: -1.512952 -4.211347 -3.144519  0.091
H: -2.567337 -2.842251 -3.502856  0.081
H: -2.118348 -3.202933 -1.828562  0.086
H: 0.295701 -3.245836 -4.763200  0.092
H: 0.802135 -1.563721 -4.582268  0.069
H: -0.838579 -1.945400 -5.128505  0.080
H: -1.087574 -1.350918 4.217305  0.134
H: 0.998462 -2.499618 5.103691  0.142
H: 1.198386 -4.734272 3.041347  0.063
H: -0.160606 -4.410221 4.119222  0.088
H: 1.385877 -4.947543 4.783210  0.094
H: 3.399528 -3.387164 3.472660  0.060
H: 3.253047 -3.111760 5.197502  0.094
H: 3.250379 -1.735168 4.095616  0.080
H: -1.693913 0.731430 0.841651  0.092
H: -3.442261 -1.160157 2.490468  0.092
H: -3.036607 -1.367122 0.786036  0.078
H: -4.028803 0.005803 1.304431  0.086
H: -2.399896 0.830069 3.815597  0.089
H: -2.976718 1.942398 2.578954  0.089
H: -1.259233 1.904782 3.005805  0.076
N: -0.112994 0.928737 -1.882009  -0.383
P: -0.183987 1.740756 -3.329187  0.936
C: 1.324170 1.597896 -4.275698  -0.316
C: 1.527319 2.405840 -5.398964  -0.096
C: 2.691826 2.275510 -6.136998  -0.039
C: 3.656075 1.350304 -5.756040  -0.035
C: 3.464491 0.561025 -4.631349  -0.047
C: 2.300164 0.681226 -3.887991  -0.097
C: -0.487932 3.440155 -2.874963  -0.294
C: -1.660868 3.734568 -2.173164  -0.071
C: -1.918038 5.036177 -1.784289  -0.047
C: -1.015266 6.046382 -2.098839  -0.038
C: 0.146690 5.756928 -2.798938  -0.047
C: 0.419095 4.452675 -3.183695  -0.083
C: -1.582022 1.030240 -4.196702  -0.296
C: -2.714698 0.637476 -3.477642  -0.098
C: -3.808770 0.121108 -4.149651  -0.052
C: -3.781010 -0.005255 -5.533567  -0.040
C: -2.654452 0.373182 -6.248478  -0.048
C: -1.550027 0.884818 -5.583656  -0.064
H: 0.788425 3.142554 -5.690880  0.120
H: 2.848756 2.898827 -7.006997  0.122
H: 4.565745 1.254214 -6.333801  0.121
H: 4.221009 -0.152503 -4.332724  0.117
H: 2.157748 0.058958 -3.014103  0.076
H: -2.376025 2.955722 -1.937860  0.100
H: -2.826783 5.267754 -1.245362  0.119
H: -1.225129 7.065384 -1.801274  0.121
H: 0.843145 6.546335 -3.048037  0.120
H: 1.333210 4.232195 -3.717856  0.099
H: -2.737032 0.718592 -2.397564  0.095
H: -4.685886 -0.182937 -3.594077  0.119
H: -4.640717 -0.406764 -6.053681  0.121
H: -2.630367 0.264027 -7.324250  0.121
H: -0.669142 1.149005 -6.148677  0.103

Cartesian forces (eV/Å) of the 6 atoms listed first:
Pt 0.11 -0.54 0.28
C 0.00 0.03 0.04
C 0.05 -0.05 -0.02
C -0.04 -0.01 -0.06
C -0.12 0.03 0.02
C 0.00 0.03 0.07

---

Question: The lowest max |F| belongs to which entry?
Answer: C45H61BN7PPt